Density functional theory data (ωB97M-V/def2-TZVPD) for a 6-piece molecular cluster, C20H39FO8 overall at a distorted geometry.

Each line ends with the natural charge from an NBO analysis.
Cartesian coordinates (Å):
C (2.100, -4.138, 1.103)  -0.141
C (1.159, -5.157, 0.438)  0.437
O (-0.068, -4.938, 1.005)  -0.462
C (0.087, -4.233, 2.091)  0.968
O (-0.780, -3.990, 2.923)  -0.590
O (1.338, -3.764, 2.220)  -0.476
F (1.465, -6.439, 0.712)  -0.339
H (2.105, -3.314, 0.390)  0.215
H (3.097, -4.461, 1.402)  0.221
H (1.212, -5.055, -0.646)  0.162
C (-1.044, 4.046, -0.305)  -0.441
C (0.051, 3.188, -0.952)  -0.439
C (1.272, 4.121, -1.088)  -0.071
O (0.652, 5.389, -1.318)  -0.529
C (-0.551, 5.481, -0.522)  -0.069
H (-1.064, 3.811, 0.759)  0.203
H (-2.020, 3.873, -0.757)  0.215
H (-0.303, 2.754, -1.887)  0.208
H (0.236, 2.230, -0.465)  0.212
H (1.999, 3.835, -1.849)  0.199
H (1.865, 4.166, -0.175)  0.158
H (-1.232, 6.163, -1.031)  0.192
H (-0.359, 5.899, 0.466)  0.162
C (-1.202, 1.630, 3.096)  -0.434
C (-0.945, 0.285, 3.850)  -0.436
C (-2.252, -0.482, 3.839)  -0.084
O (-3.214, 0.405, 3.298)  -0.534
C (-2.674, 1.747, 3.406)  -0.078
H (-1.029, 1.625, 2.019)  0.194
H (-0.527, 2.391, 3.487)  0.221
H (-0.519, 0.380, 4.849)  0.217
H (-0.275, -0.229, 3.160)  0.216
H (-2.565, -0.866, 4.810)  0.174
H (-2.201, -1.377, 3.219)  0.193
H (-2.771, 2.140, 4.418)  0.163
H (-3.189, 2.458, 2.761)  0.190
C (3.156, 0.999, -2.827)  -0.429
C (1.818, 0.487, -3.181)  -0.458
C (2.035, -0.838, -3.875)  -0.068
O (3.408, -1.005, -3.833)  -0.530
C (3.865, -0.297, -2.668)  -0.076
H (3.183, 1.526, -1.873)  0.208
H (3.678, 1.591, -3.579)  0.210
H (1.227, 1.215, -3.737)  0.211
H (1.205, 0.358, -2.289)  0.226
H (1.809, -0.811, -4.941)  0.179
H (1.571, -1.724, -3.444)  0.161
H (4.945, -0.214, -2.795)  0.186
H (3.687, -0.834, -1.737)  0.176
C (-3.264, -0.742, -0.688)  -0.426
C (-3.066, -1.921, -1.619)  -0.436
C (-1.648, -2.211, -1.556)  -0.068
O (-1.184, -1.699, -0.335)  -0.559
C (-1.939, -0.485, -0.046)  -0.086
H (-4.023, -0.932, 0.072)  0.226
H (-3.580, 0.102, -1.302)  0.212
H (-3.324, -1.726, -2.660)  0.215
H (-3.706, -2.741, -1.292)  0.215
H (-1.105, -1.623, -2.296)  0.162
H (-1.414, -3.273, -1.633)  0.200
H (-1.481, 0.423, -0.439)  0.167
H (-1.986, -0.257, 1.018)  0.214
C (1.602, -0.287, 1.039)  -0.257
O (1.346, -0.979, -0.192)  -0.786
H (1.418, -0.948, 1.887)  0.170
H (2.619, 0.089, 1.151)  0.188
H (0.849, 0.477, 1.229)  0.158
H (0.445, -1.298, -0.287)  0.500

net charge: 0
LUMO energy: 0.54 eV
orbital gap: 10.13 eV
SMILES: O=C1OC[C@@H](F)O1.C1CCOC1.C1CCOC1.C1CCOC1.C1CCOC1.CO

=====

Density functional theory data (ωB97M-V/def2-TZVPD) for a 6-piece molecular cluster, C20H39N7O10 overall at a distorted geometry.

Each line ends with the Mulliken charge.
Cartesian coordinates (Å):
N (3.294, -0.151, 1.959)  -0.514
C (2.906, 1.084, 1.488)  0.493
C (1.719, 1.521, 1.049)  0.650
C (0.428, 0.816, 1.120)  -0.507
O (-0.558, 1.598, 0.454)  -0.245
N (-1.844, 1.009, 0.626)  0.157
O (-2.437, 0.956, -0.376)  -0.316
C (2.012, 2.769, 0.340)  -0.038
O (1.479, 3.146, -0.668)  -0.570
O (3.290, 3.254, 0.675)  -0.337
C (3.710, 2.334, 1.613)  0.304
O (4.350, 2.636, 2.593)  -0.570
H (2.681, -0.818, 1.500)  0.447
H (4.189, -0.319, 1.528)  0.299
H (0.449, -0.221, 0.824)  0.396
H (0.173, 0.838, 2.178)  0.379
C (1.535, 5.153, 2.787)  0.224
O (0.968, 4.088, 2.935)  -0.641
N (1.978, 5.921, 3.792)  0.145
C (2.651, 7.183, 3.558)  -0.944
C (1.775, 5.463, 5.156)  -0.946
H (1.739, 5.579, 1.790)  0.238
H (3.658, 7.154, 3.978)  0.343
H (2.096, 7.998, 4.026)  0.347
H (2.722, 7.374, 2.491)  0.305
H (2.265, 4.500, 5.302)  0.279
H (0.711, 5.335, 5.354)  0.287
H (2.188, 6.190, 5.849)  0.385
C (2.644, -1.666, -1.605)  -0.131
O (2.191, -0.991, -0.687)  -0.589
N (3.899, -1.594, -2.055)  0.187
C (4.396, -2.404, -3.160)  -0.651
C (4.813, -0.656, -1.430)  -0.729
H (2.026, -2.388, -2.160)  0.381
H (5.244, -3.000, -2.818)  0.343
H (4.729, -1.745, -3.964)  0.341
H (3.645, -3.085, -3.561)  0.018
H (4.931, -0.898, -0.376)  0.111
H (4.425, 0.361, -1.511)  0.279
H (5.781, -0.713, -1.918)  0.385
C (-4.508, 2.355, 3.868)  0.131
O (-4.168, 1.250, 3.502)  -0.577
N (-5.013, 3.300, 3.059)  0.131
C (-5.402, 4.608, 3.547)  -0.933
C (-5.167, 2.992, 1.646)  -0.803
H (-4.426, 2.681, 4.919)  0.260
H (-6.463, 4.780, 3.357)  0.335
H (-4.823, 5.385, 3.044)  0.333
H (-5.222, 4.674, 4.617)  0.299
H (-5.831, 2.137, 1.520)  0.293
H (-4.201, 2.739, 1.210)  0.162
H (-5.583, 3.852, 1.129)  0.377
C (1.710, -4.652, -4.898)  0.095
O (2.890, -4.375, -5.044)  -0.681
N (0.704, -4.091, -5.573)  0.157
C (-0.672, -4.509, -5.371)  -0.987
C (1.004, -3.044, -6.536)  -0.940
H (1.373, -5.422, -4.186)  0.360
H (-1.085, -4.882, -6.310)  0.361
H (-1.273, -3.667, -5.026)  0.354
H (-0.721, -5.296, -4.624)  0.310
H (1.675, -3.424, -7.306)  0.303
H (1.496, -2.208, -6.040)  0.272
H (0.083, -2.700, -6.995)  0.382
C (-3.266, -4.893, -1.779)  0.147
O (-2.193, -5.164, -2.286)  -0.631
N (-3.730, -5.436, -0.648)  0.136
C (-5.020, -5.074, -0.090)  -0.905
C (-2.909, -6.419, 0.040)  -0.931
H (-3.958, -4.160, -2.223)  0.283
H (-4.897, -4.656, 0.909)  0.340
H (-5.662, -5.955, -0.028)  0.334
H (-5.502, -4.331, -0.720)  0.294
H (-1.951, -5.979, 0.317)  0.285
H (-2.715, -7.269, -0.614)  0.289
H (-3.423, -6.759, 0.934)  0.371

net charge: 0
LUMO energy: 0.48 eV
orbital gap: 9.19 eV
SMILES: NC1=C(CON=O)C(=O)OC1=O.CN(C)C=O.CN(C)C=O.CN(C)C=O.CN(C)C=O.CN(C)C=O

=====

Density functional theory data (ωB97M-V/def2-TZVPD) for a 9-piece molecular cluster, C20H40BBr16O2 overall at a distorted geometry.

Each line ends with the Mulliken charge.
Cartesian coordinates (Å):
C (1.143, 2.285, -2.958)  -0.700
C (0.758, 2.127, -1.373)  -0.127
C (1.694, 2.987, -0.338)  -0.409
B (3.233, 2.372, -0.149)  0.410
C (4.437, 3.145, -0.989)  0.322
O (5.214, 2.399, -1.779)  -0.592
O (4.677, 4.614, -0.883)  -0.731
H (0.162, 2.044, -3.577)  0.177
H (1.934, 1.459, -3.225)  0.245
H (1.535, 3.342, -3.274)  0.278
H (0.845, 0.992, -1.057)  0.035
H (-0.372, 2.477, -1.255)  0.185
H (1.185, 2.884, 0.735)  0.055
H (1.760, 4.135, -0.561)  0.271
H (3.472, 1.469, 0.568)  -0.355
Br (2.115, 0.125, 1.819)  -0.068
C (0.799, -0.098, 3.241)  -0.322
C (-0.564, -0.424, 2.679)  -0.750
Br (-1.425, 1.166, 1.947)  -0.167
H (0.815, 0.819, 3.838)  0.473
H (1.175, -0.927, 3.848)  -0.093
H (-1.235, -0.771, 3.470)  0.406
H (-0.537, -1.169, 1.879)  0.463
Br (-5.571, -1.514, 4.601)  -0.161
C (-4.694, -0.458, 3.214)  -0.097
C (-5.281, -0.749, 1.853)  -0.191
Br (-4.634, -2.452, 1.154)  -0.160
H (-3.624, -0.670, 3.281)  -0.138
H (-4.872, 0.584, 3.496)  0.343
H (-4.954, -0.001, 1.125)  0.352
H (-6.373, -0.798, 1.852)  0.026
Br (6.078, -1.644, -0.901)  -0.150
C (6.818, -0.534, -2.324)  -0.604
C (7.637, -1.357, -3.290)  -0.462
Br (9.383, -1.798, -2.540)  -0.176
H (7.389, 0.265, -1.842)  0.379
H (5.949, -0.100, -2.827)  0.288
H (7.853, -0.786, -4.197)  0.366
H (7.161, -2.302, -3.567)  0.351
Br (2.623, -6.458, 3.666)  -0.172
C (2.829, -4.593, 3.130)  -0.696
C (2.217, -3.661, 4.150)  0.603
Br (0.273, -3.630, 4.003)  -0.130
H (2.388, -4.497, 2.134)  0.413
H (3.909, -4.435, 3.062)  0.367
H (2.532, -2.630, 3.967)  0.233
H (2.455, -3.931, 5.182)  -0.545
Br (-0.752, -0.496, -5.568)  -0.128
C (-0.975, 0.684, -7.105)  -0.501
C (0.356, 1.205, -7.593)  -0.501
Br (1.028, 2.622, -6.433)  -0.123
H (-1.667, 1.475, -6.803)  0.197
H (-1.451, 0.065, -7.871)  0.333
H (0.251, 1.670, -8.577)  0.329
H (1.132, 0.436, -7.640)  0.393
Br (3.034, -4.147, 7.486)  -0.175
C (4.968, -4.405, 7.488)  -0.598
C (5.687, -3.147, 7.917)  -0.554
Br (5.728, -1.831, 6.478)  -0.121
H (5.246, -4.744, 6.486)  0.371
H (5.146, -5.213, 8.203)  0.335
H (6.737, -3.359, 8.138)  0.333
H (5.230, -2.659, 8.783)  0.364
Br (-8.139, 3.427, 3.472)  -0.135
C (-9.307, 2.191, 4.427)  -0.557
C (-8.712, 0.803, 4.478)  -0.520
Br (-8.913, -0.115, 2.768)  -0.130
H (-10.283, 2.228, 3.933)  0.380
H (-9.399, 2.608, 5.434)  0.347
H (-9.247, 0.181, 5.200)  0.328
H (-7.646, 0.797, 4.720)  0.287
Br (-3.301, 4.069, -7.906)  -0.123
C (-4.267, 2.847, -9.081)  -0.586
C (-5.486, 2.277, -8.394)  -0.552
Br (-4.992, 0.881, -7.124)  -0.128
H (-3.554, 2.084, -9.404)  0.342
H (-4.559, 3.454, -9.943)  0.349
H (-6.141, 1.784, -9.117)  0.333
H (-6.061, 3.023, -7.840)  0.364

net charge: -1
LUMO energy: 1.59 eV
orbital gap: 5.56 eV